No. 1
Density functional theory data (ωB97M-V with the def2-TZVPD basis set) for a 14-piece molecular cluster, H28O14 overall at a distorted geometry.

Structure (XYZ):
```
42
Properties=species:S:1:pos:R:3
H -0.917 -0.657 0.058
H -0.514 -1.657 1.156
H -3.301 2.093 0.398
H -3.055 1.731 -1.104
H 3.195 0.812 0.403
H 3.079 1.640 -0.884
H 2.619 -1.625 -4.177
H 1.615 -1.102 -3.137
H -1.908 -2.690 0.004
H -2.933 -3.390 0.946
H -1.958 3.256 2.220
H -1.950 1.737 2.040
H -1.048 3.735 -0.334
H -1.881 4.442 -1.468
H -1.704 -1.576 3.023
H -3.298 -1.382 2.629
H -0.760 1.911 -4.160
H -1.558 0.690 -3.854
H 2.785 1.253 2.003
H 2.911 0.681 3.382
H 2.136 -2.371 -0.488
H 1.375 -1.968 0.671
H 2.651 0.343 -2.612
H 1.866 1.557 -2.707
H -0.179 -3.984 -2.119
H -0.146 -5.513 -1.986
H 1.091 0.601 5.492
H -0.040 0.638 4.468
O -0.753 -0.737 1.018
O -2.873 1.484 -0.176
O 3.693 1.211 -0.316
O 1.784 -1.347 -4.055
O -2.574 -3.365 0.029
O -1.377 2.586 1.860
O -1.021 4.481 -0.895
O -2.636 -2.012 2.916
O -0.873 1.054 -4.536
O 2.529 1.435 2.897
O 2.047 -1.682 0.179
O 1.730 0.669 -2.570
O 0.235 -4.689 -1.618
O 0.317 1.011 5.284
```

As for the HOMO-LUMO gap: 10.50 eV. For the total energy, the calculation gives -1070.0188 hartree.

No. 2
Density functional theory data (ωB97M-V with the def2-TZVPD basis set) for C22H27Cl4N3O2PtSb as an isolated structure.

Structure (XYZ):
```
60
Properties=species:S:1:pos:R:3
Pt -0.893 -0.680 1.218
Cl -4.958 -5.467 -1.409
C -4.207 -4.394 -0.343
C -4.566 -4.473 1.088
Cl -5.691 -5.643 1.571
C -4.018 -3.639 2.003
Cl -4.389 -3.678 3.659
C -3.041 -2.658 1.568
O -2.509 -1.855 2.318
C -2.674 -2.603 0.098
O -1.846 -1.744 -0.244
C -3.302 -3.493 -0.821
Cl -2.868 -3.391 -2.467
C 2.782 1.392 1.307
C 1.794 2.080 0.363
C 0.866 3.042 1.105
C 2.585 2.851 -0.694
Sb 0.528 0.530 -0.519
C -0.975 1.457 -1.828
C -2.145 1.864 -0.936
C -0.368 2.692 -2.493
C -1.439 0.479 -2.901
C 1.762 -1.047 -1.401
C 2.991 -0.424 -2.059
C 0.962 -1.839 -2.431
C 2.179 -1.959 -0.249
H 3.300 2.166 1.881
H 3.541 0.835 0.754
H 2.312 0.718 2.016
H 1.474 3.754 1.670
H 0.213 2.546 1.820
H 0.245 3.617 0.416
H 3.226 3.560 -0.163
H 1.952 3.429 -1.364
H 3.235 2.214 -1.292
H -1.859 2.596 -0.179
H -2.597 1.010 -0.428
H -2.914 2.320 -1.567
H -0.123 3.473 -1.775
H -1.111 3.108 -3.180
H 0.522 2.459 -3.079
H -1.792 -0.467 -2.488
H -0.658 0.273 -3.632
H -2.272 0.940 -3.440
H 2.730 0.271 -2.859
H 3.587 -1.226 -2.505
H 3.629 0.090 -1.340
H 0.736 -1.253 -3.319
H 0.028 -2.231 -2.025
H 1.569 -2.692 -2.748
H 2.796 -1.444 0.488
H 2.768 -2.784 -0.659
H 1.318 -2.388 0.269
N -0.028 0.152 2.720
C 0.454 0.573 3.690
C 1.059 1.103 4.790
C 1.264 0.291 5.937
N 1.441 -0.383 6.853
C 1.522 2.441 4.693
N 1.874 3.528 4.541
```

As for the HOMO-LUMO gap (spin up / spin down): 3.70 / 3.70 eV. The total charge is +1. For the total energy, the calculation gives -3369.2524 hartree.

No. 3
Density functional theory data (ωB97M-V with the def2-TZVPD basis set) for C33H45N5SYb as an isolated structure at a distorted geometry.

Structure (XYZ):
```
85
Properties=species:S:1:pos:R:3
Yb 0.610 -0.251 -0.290
N -0.862 0.815 -1.139
N -0.057 -1.268 -2.933
C 1.331 -1.843 0.857
C 0.017 -2.197 0.362
C -0.918 -1.240 0.862
C -2.403 -1.253 0.658
H -2.676 -1.797 -0.259
H -2.808 -0.232 0.579
H -2.894 -1.747 1.519
C -0.204 -0.268 1.655
C -0.820 0.842 2.455
H -1.127 0.481 3.456
H -1.716 1.249 1.957
H -0.111 1.673 2.604
C 1.183 -0.660 1.665
C 2.274 -0.036 2.488
H 2.098 1.038 2.656
H 3.258 -0.145 2.004
H 2.325 -0.530 3.477
C -0.314 -3.394 -0.482
H -0.599 -4.255 0.152
H 0.547 -3.699 -1.098
H -1.153 -3.170 -1.162
C 2.578 -2.670 0.768
H 3.469 -2.054 0.566
H 2.496 -3.424 -0.026
H 2.748 -3.211 1.720
C -1.183 2.014 -0.587
H -0.401 2.463 0.032
C -2.411 2.640 -0.740
H -2.601 3.604 -0.262
C -3.399 1.971 -1.517
H -4.397 2.407 -1.639
C -3.083 0.784 -2.137
H -3.812 0.263 -2.767
C -1.766 0.207 -2.012
C -1.415 -0.929 -2.736
H -2.106 -1.377 -3.450
C 0.966 -0.949 -2.075
C 0.427 -1.854 -4.103
H -0.241 -2.168 -4.902
C 1.789 -1.875 -4.006
H 2.556 -2.219 -4.697
N 2.111 -1.309 -2.776
C 3.453 -0.952 -2.412
C 4.379 -1.953 -2.054
C 5.666 -1.546 -1.656
H 6.391 -2.312 -1.355
C 6.044 -0.194 -1.635
C 7.410 0.228 -1.143
H 7.343 0.655 -0.125
H 7.849 1.005 -1.793
H 8.107 -0.626 -1.103
C 5.119 0.763 -2.091
H 5.412 1.819 -2.134
C 3.829 0.408 -2.509
C 2.909 1.429 -3.137
H 2.907 1.300 -4.236
H 3.248 2.452 -2.911
H 1.867 1.322 -2.795
C 4.050 -3.424 -2.166
H 4.408 -3.821 -3.135
H 2.967 -3.609 -2.119
H 4.548 -4.005 -1.372
C -6.044 2.975 1.430
C -5.855 1.584 2.025
N -4.775 0.938 1.305
C -3.482 1.528 1.417
S -1.510 0.619 0.535
N -3.241 2.417 2.708
C -3.595 2.506 4.212
C -2.845 1.658 5.325
H -5.079 3.530 1.401
H -6.749 3.587 2.022
H -6.384 2.843 0.386
H -5.619 1.658 3.078
H -6.777 0.974 2.066
H -5.000 0.387 0.469
H -2.351 2.939 2.702
H -3.266 3.523 4.548
H -4.654 2.578 4.510
H -1.747 1.837 5.386
H -3.195 1.983 6.352
H -3.046 0.568 5.308
```

As for the HOMO-LUMO gap (spin up / spin down): 2.51 / 3.63 eV. The total charge is -1. The expectation value of S² is 0.86. For the total energy, the calculation gives -3114.1458 hartree. Its spin multiplicity is 2.